(1)
C37H25N7O6STi as an isolated structure, computed with the ωB97M-V functional and the def2-TZVPD basis.

XYZ file:
```
77
Properties=species:S:1:pos:R:3:forces:R:3
Ti 0.68259 0.88242 -0.15306 -0.3 0.2 -0.6
O -3.67860 3.79179 -3.45188 0.0 0.0 -0.1
C -2.78390 3.08747 -2.74783 0.1 0.0 0.1
C -3.13073 2.30033 -1.64565 -0.1 0.0 -0.1
C -2.12415 1.62160 -0.99848 0.2 0.0 0.2
N -0.85760 1.72602 -1.37166 0.0 0.2 -0.2
C -0.51591 2.47800 -2.41648 0.2 -0.1 0.2
C -1.44228 3.18114 -3.14330 -0.1 0.0 -0.1
C 0.99117 2.47190 -2.62129 0.0 -0.1 -0.1
O 1.49676 2.93305 -3.61137 0.1 0.0 0.1
O 1.60669 1.89987 -1.60817 0.0 -0.1 0.2
C -2.27204 0.73570 0.22536 0.0 0.1 0.1
O -3.35110 0.57286 0.74560 0.0 -0.1 0.0
O -1.12349 0.25170 0.61484 0.0 0.3 0.0
H -4.56991 3.67573 -3.10085 0.0 0.0 0.0
H -4.14968 2.20506 -1.29074 0.0 0.0 0.0
H -1.14577 3.78651 -3.98855 0.0 0.0 0.0
C 4.10326 -2.01120 -0.29304 0.0 0.0 0.1
C 3.35869 -0.86847 -0.54607 0.0 0.0 0.0
N 2.51307 -0.39311 0.35968 0.0 0.0 0.0
C 2.41224 -1.03990 1.52986 0.1 -0.1 -0.2
C 3.13391 -2.20537 1.74655 0.1 0.0 0.0
N 3.97385 -2.69010 0.84129 0.0 0.0 0.0
C 1.52687 -0.38351 2.50979 0.0 0.0 0.0
C 1.30774 -0.79445 3.81202 0.0 0.0 0.1
C 0.50599 -0.01254 4.63820 0.0 0.0 0.0
C 0.00530 1.18599 4.13367 0.0 0.1 0.0
C 0.26976 1.52689 2.82034 0.0 -0.2 0.1
N 0.97328 0.72372 2.02275 0.0 -0.1 0.3
C -0.09345 2.79538 2.17315 -0.1 0.2 -0.3
C -0.78879 3.83222 2.78022 0.0 0.0 0.1
N -0.98904 4.99748 2.17884 0.0 0.0 -0.1
C -0.48475 5.14107 0.95929 0.0 0.0 0.1
C 0.17162 4.10084 0.31607 0.0 0.1 -0.1
N 0.34949 2.92867 0.91000 -0.1 -0.2 0.2
C 0.21477 -0.42301 6.03043 0.0 0.0 0.0
C -1.05913 -0.26915 6.56298 0.0 0.0 0.0
C -1.28718 -0.67527 7.86897 0.1 0.0 0.1
N -0.34360 -1.19214 8.65090 0.0 0.0 0.0
C 0.87511 -1.33027 8.13767 -0.1 0.0 0.0
C 1.20238 -0.97208 6.83861 0.0 0.0 0.0
H 4.80642 -2.39232 -1.02231 0.0 0.0 0.0
H 3.43143 -0.32705 -1.48107 0.0 0.0 0.0
H 3.03930 -2.76782 2.66716 0.0 0.0 0.0
H 1.73499 -1.71292 4.18931 0.0 0.0 0.0
H -0.55982 1.84715 4.77496 0.0 0.0 0.0
H -1.19591 3.73070 3.77849 0.0 0.0 0.0
H -0.61405 6.10310 0.48061 0.0 0.0 0.0
H 0.56235 4.21364 -0.68596 0.0 0.0 0.0
H -1.86892 0.12885 5.96463 0.0 0.0 0.0
H -2.27160 -0.57688 8.31091 0.0 0.0 0.0
H 1.62543 -1.75245 8.79576 0.0 0.0 0.0
H 2.21660 -1.09295 6.47996 0.0 0.0 0.0
O 0.59284 -0.75973 -1.48949 0.1 0.0 0.2
S 0.61653 -0.75484 -3.01309 -0.2 -0.1 -0.1
C 1.29008 -2.34538 -3.42442 0.0 0.1 0.0
C 0.92497 -3.46603 -2.69031 0.0 0.0 0.0
C 1.49495 -4.68400 -3.01554 0.0 0.0 0.0
C 2.40791 -4.76969 -4.06314 0.0 0.0 0.0
C 2.76137 -3.64097 -4.78659 0.0 0.0 0.0
C 2.20506 -2.40994 -4.46322 0.0 0.0 0.0
C -1.09636 -0.97246 -3.46957 0.0 0.0 0.2
C -1.48350 -0.70419 -4.77340 0.1 0.0 0.0
C -2.82023 -0.84482 -5.11193 0.0 0.0 0.0
C -3.74577 -1.23202 -4.15081 0.0 0.0 0.0
C -3.34304 -1.48140 -2.84505 0.0 0.0 0.0
C -2.00660 -1.35204 -2.49464 0.0 0.0 0.0
H 0.21441 -3.37912 -1.87822 0.0 0.0 0.0
H 1.22485 -5.56973 -2.45653 0.0 0.0 0.0
H 2.84768 -5.72576 -4.31388 0.0 0.0 0.0
H 3.47425 -3.71225 -5.59669 0.0 0.0 0.0
H 2.48036 -1.51414 -5.00695 0.0 0.0 0.0
H -0.75692 -0.38583 -5.51205 0.0 0.0 0.0
H -3.14201 -0.64342 -6.12475 0.0 0.0 0.0
H -4.78866 -1.33439 -4.42017 0.0 0.0 0.0
H -4.06551 -1.77002 -2.09312 0.0 0.0 0.0
H -1.67635 -1.52172 -1.47752 0.0 0.0 0.0
```
Positions in Å, forces in eV/Å.

Output
<S²>: 0.754
gap between HOMO and LUMO (alpha / beta): 7.00 / 8.21 eV
2S+1: 2
HOMO level (alpha / beta): -10.54 / -12.08 eV
net charge: +1


(2)
C37H26CrF13N3O2Se2 as an isolated structure, computed with the ωB97M-V functional and the def2-TZVPD basis.

XYZ file:
```
84
Properties=species:S:1:pos:R:3:forces:R:3
Cr 0.12350 -0.47425 -1.00078 0.7 0.7 -0.1
C -4.35612 3.34622 4.49099 0.0 0.0 0.0
C -4.01613 2.53387 3.26871 0.0 0.0 0.0
C -4.85720 2.50929 2.16535 0.0 0.0 0.0
C -4.50862 1.76164 1.05567 0.0 0.0 0.0
C -3.32672 1.02981 1.01274 0.0 0.0 0.1
N -3.11514 0.21654 -0.13616 0.2 0.0 -0.3
C -0.88924 0.73461 -2.39548 -0.3 -0.1 0.2
C -2.02922 0.52081 -3.17286 0.0 0.0 0.0
C -2.35704 1.33832 -4.24807 0.0 0.0 0.0
C -1.54531 2.41233 -4.59429 0.0 0.0 0.0
C -1.87272 3.28747 -5.77815 0.0 0.0 0.0
C -0.39762 2.63853 -3.84264 0.0 0.0 0.0
C -0.08106 1.81325 -2.76972 0.0 0.0 0.0
C 1.17952 1.96666 -1.91105 -0.1 0.1 0.0
O 1.13900 1.14181 -0.82190 0.1 -0.2 0.0
C 1.26272 3.40688 -1.33666 0.0 0.0 0.0
F 2.20771 3.53570 -0.39498 0.0 0.0 0.0
F 1.56045 4.33310 -2.29368 0.0 0.0 0.0
F 0.10348 3.79419 -0.78275 0.0 0.0 0.0
C 2.42918 1.68487 -2.74162 0.0 0.0 0.0
F 3.59928 1.90276 -2.12659 0.0 0.0 0.0
F 1.15059 -0.89945 -2.55488 -0.1 -0.1 0.1
F 2.50167 2.21779 -3.97478 0.0 0.0 0.0
C -2.43333 1.08562 2.09123 0.0 0.0 -0.1
C -2.82482 1.82337 3.20832 0.0 0.0 0.0
C -1.02547 0.39816 2.04285 0.1 0.2 0.0
O -0.56945 0.05616 0.85312 -0.5 -0.4 -0.3
C -1.07438 -0.85135 2.98654 0.0 0.0 0.0
F -1.80835 -1.82348 2.43132 0.0 0.0 0.0
F -1.62868 -0.61110 4.20517 0.0 0.0 0.0
F 0.14581 -1.35069 3.22147 0.0 0.0 0.0
C 0.01828 1.42490 2.64349 0.1 0.0 0.0
F -0.03608 1.56503 4.00386 0.0 0.0 0.0
F 1.27216 1.07251 2.37296 0.0 0.0 0.0
F -0.17294 2.64767 2.12877 0.0 0.0 0.0
H -5.43579 3.46230 4.60021 0.0 0.0 0.0
H -3.96911 2.87474 5.39511 0.0 0.0 0.0
H -3.91916 4.34621 4.42963 0.0 0.0 0.0
H -5.78800 3.06690 2.17604 0.0 0.0 0.0
H -5.15484 1.71141 0.18795 0.0 0.0 0.0
H -2.68740 -0.31154 -2.93697 0.0 0.0 0.0
H -3.25664 1.14095 -4.82660 0.0 0.0 0.0
H -2.95164 3.35733 -5.93336 0.0 0.0 0.0
H -1.48377 4.29792 -5.63883 0.0 0.0 0.0
H -1.43322 2.89161 -6.69878 0.0 0.0 0.0
H 0.25185 3.46399 -4.11120 0.0 0.0 0.0
H -2.17309 1.85992 4.06897 0.0 0.0 0.0
Se 0.14841 -3.32574 -2.30116 0.0 0.1 0.1
Se -1.39039 -4.59501 -1.14708 -0.1 -0.1 -0.1
C -2.63111 -3.26284 -0.51152 0.0 0.0 0.1
C -3.74040 -3.82534 0.10989 -0.1 0.0 0.0
C -4.65217 -2.97452 0.71354 0.1 0.0 -0.1
C -4.44144 -1.61782 0.64851 0.0 0.1 0.0
C -3.30478 -1.14240 -0.02238 0.0 -0.1 0.0
N -2.39634 -1.95826 -0.58517 -0.2 0.0 -0.1
C 1.38485 -3.13863 -0.80794 0.0 0.1 0.0
C 2.20095 -4.20077 -0.48880 0.0 0.0 0.0
C 2.79238 -4.12970 0.82155 0.0 0.0 0.0
C 2.79352 -2.97486 1.50643 0.0 0.0 0.0
C 2.29655 -1.71236 0.84807 0.1 0.0 -0.1
N 1.24969 -2.01345 -0.13592 -0.1 0.0 0.1
H -3.86525 -4.89996 0.12361 0.0 0.0 0.0
H -5.52474 -3.37057 1.22063 0.0 0.0 0.0
H -5.12815 -0.90942 1.08922 0.0 0.0 0.0
H -2.28716 0.45536 -0.67748 0.1 0.0 0.2
H 2.17377 -5.11251 -1.06597 0.0 0.0 0.0
H 3.20413 -5.03129 1.26796 0.0 0.0 0.0
H 3.19548 -2.91613 2.51186 0.0 0.0 0.0
H 1.82630 -1.07872 1.59348 0.1 0.0 0.0
F 8.74359 -2.45673 1.09279 0.0 0.0 0.0
C 7.45353 -2.06074 0.86933 0.0 0.0 0.0
C 6.98596 -0.92838 1.49618 0.0 0.0 0.0
C 5.67185 -0.53819 1.25395 0.0 0.0 0.0
C 4.83586 -1.25889 0.40664 0.0 0.0 0.0
C 3.41817 -0.83149 0.16366 0.0 0.0 0.0
C 5.35643 -2.40308 -0.20013 0.0 0.0 0.0
C 6.66384 -2.80947 0.02082 0.0 0.0 0.0
H 7.63679 -0.36562 2.15304 0.0 0.0 0.0
H 5.28614 0.35399 1.73388 0.0 0.0 0.0
H 3.20781 -0.83689 -0.90815 0.0 0.0 0.0
H 3.28652 0.20126 0.48754 0.0 0.0 0.0
H 4.71284 -2.98551 -0.85006 0.0 0.0 0.0
H 7.06964 -3.69666 -0.44849 0.0 0.0 0.0
```
Positions in Å, forces in eV/Å.

Output
<S²>: 6.036
gap between HOMO and LUMO (alpha / beta): 5.47 / 5.53 eV
2S+1: 5
HOMO level (alpha / beta): -1.32 / -1.39 eV
net charge: -2


The relative energy (zero: lowest compared OMol25 entry of this formula, charge and spin) results, record by record, are as follows: 0.0 2.5 kcal per mole.
The largest force on an atom results, record by record, are as follows: 0.68 0.97 eV/A.